1.
Here is a molecular structure, C28H24BrF4N6O2Zn from the OMol25 dataset. Energies are from ωB97M-V with the def2-TZVPD basis set.

Last column: Löwdin charge in e.
Atoms and positions in Å:
Zn1 0.72665 0.68515 0.58235  0.687
C1 -1.43269 3.22366 4.05087  -0.077
C2 -0.57801 2.28028 3.20656  -0.244
N1 -1.28899 1.55690 2.15056  -0.200
C3 -2.35909 0.70407 2.65688  -0.261
C4 -1.91045 -0.27293 3.73048  -0.078
C5 -1.78765 2.41152 1.08294  -0.207
C6 -0.72727 3.32681 0.47853  -0.232
N2 0.54323 2.64582 0.34876  -0.065
C7 1.63836 3.39519 0.09405  -0.189
C8 2.90640 2.95449 0.54309  -0.165
F1 2.96127 1.82349 1.27484  0.064
C9 4.06703 3.65057 0.32258  -0.224
F2 5.22252 3.15482 0.80768  0.075
C10 4.08083 4.86280 -0.34886  0.038
C11 2.85850 5.32715 -0.78189  -0.232
F3 2.79680 6.49457 -1.45877  0.065
C12 1.68157 4.63339 -0.57966  -0.143
F4 0.55529 5.15494 -1.12630  0.060
H1 -0.80611 3.73099 4.78633  0.073
H2 -2.21611 2.69136 4.59446  0.062
H3 -1.91041 3.99277 3.44051  0.066
H4 -0.09657 1.53921 3.84590  0.109
H5 0.23113 2.83244 2.73014  0.102
H6 -2.75206 0.14010 1.80877  0.092
H7 -3.20470 1.30966 3.02880  0.111
H8 -1.00873 -0.79394 3.41070  0.056
H9 -2.69705 -1.00761 3.90945  0.074
H10 -1.70717 0.22695 4.67876  0.065
H11 -2.63658 3.03828 1.40704  0.117
H12 -2.17858 1.75019 0.30343  0.097
H13 -0.61489 4.21913 1.11329  0.117
H14 -1.13413 3.68904 -0.47174  0.110
H15 4.99400 5.41057 -0.52032  0.122
Br1 -1.79920 -5.70492 1.44144  0.718
C13 -1.16307 -5.35569 -0.30980  -0.690
C14 -1.95966 -5.67746 -1.39440  -0.136
C15 -1.50145 -5.39500 -2.67199  -0.054
C16 -0.27678 -4.76968 -2.86196  -0.294
C17 0.53825 -4.50608 -1.76132  -0.013
C18 0.09237 -4.78880 -0.47972  -0.097
N3 0.10745 -4.54424 -4.23095  0.050
N4 0.65099 -3.49125 -4.61831  0.057
C19 0.84292 -2.36477 -3.77777  -0.273
C20 2.09914 -1.78880 -3.83841  -0.041
C21 2.54025 -0.84391 -2.92044  -0.011
C22 1.71634 -0.42239 -1.86335  -0.356
O1 2.09157 0.35323 -0.93444  -0.075
C23 0.33907 -0.91149 -1.89293  -0.124
N5 -0.48049 -0.42545 -0.92999  0.097
C24 -1.73987 -0.78826 -0.91569  -0.114
C25 -2.29691 -1.62757 -1.89381  -0.034
C26 -1.48203 -2.14412 -2.86115  -0.010
C27 -0.10453 -1.83457 -2.85946  -0.121
H16 -2.92478 -6.14141 -1.24356  0.094
H17 -2.09943 -5.64202 -3.54051  0.110
H18 1.50760 -4.04430 -1.89523  0.126
H19 0.69706 -4.53462 0.38239  0.084
H20 2.77533 -2.15957 -4.60093  0.109
H21 3.54689 -0.45093 -2.96648  0.107
H22 -2.35097 -0.41015 -0.10720  0.082
H23 -3.35198 -1.86312 -1.86324  0.105
H24 -1.88547 -2.79029 -3.62961  0.115
O2 1.39001 -3.07728 2.10581  0.010
C28 1.22149 -1.90259 1.96610  -0.521
N6 1.04357 -0.73432 1.86672  0.054

Relative energy (zero: lowest compared OMol25 entry of this formula, charge and spin) = 8.2 kJ/mol
E_LUMO = 0.0861 hartree
Charge = -1
Maximum force = 0.206 eV/A
Kohn-Sham gap = 7.08 eV
Total energy = -6313.33124 a.u.

---

2.
Here is C3H4N2S2 in the gas phase from the OMol25 dataset. Energies are from ωB97M-V with the def2-TZVPD basis set.

Last column: Löwdin charge in e.
Atoms and positions in Å:
N1 -4.42708 0.86724 0.75436  0.092
C1 -3.72443 0.13217 0.22467  -0.643
S1 -2.65970 -0.92286 -0.55184  0.899
C2 -1.18961 0.06181 -0.39311  -0.467
C3 0.02045 -0.41400 -0.05961  -0.807
N2 1.14843 0.37320 -0.10592  0.033
S2 0.39153 -2.09456 0.35317  0.815
H1 -1.31190 1.09592 -0.67005  0.074
H2 0.98767 1.36834 -0.10717  0.100
H3 1.91737 0.07000 0.46897  0.077
H4 -0.87524 -2.51021 0.28697  -0.172

Relative energy (zero: lowest compared OMol25 entry of this formula, charge and spin) = 136.5 kJ/mol
SMILES string = N#CS/C=C(/N)S
E_LUMO = 0.0178 hartree
Maximum force = 0.685 eV/A
Kohn-Sham gap = 9.03 eV
Total energy = -1022.56365 a.u.

---

3.
Here is a molecular structure, C6H18Cl3GeN4Pt from the OMol25 dataset. Energies are from ωB97M-V with the def2-TZVPD basis set.

Last column: Löwdin charge in e.
Atoms and positions in Å:
Pt1 1.08899 -0.07928 -0.27299  0.871
N1 0.80359 -0.35179 -2.30861  -0.095
C1 -0.48086 -1.10794 -2.49870  -0.166
C2 -0.89013 -1.78123 -1.19880  -0.158
N2 -0.81606 -0.78735 -0.06986  -0.293
C3 -0.91251 -1.46982 1.28101  -0.136
C4 0.44720 -1.62522 1.93993  -0.179
N3 1.16497 -0.32520 1.77170  -0.118
C5 -1.96638 0.18573 -0.17482  -0.146
C6 -1.75190 1.52101 0.52500  -0.242
N4 -0.67368 2.28781 -0.09289  -0.011
H1 1.58772 -0.88001 -2.68582  0.108
H2 0.76985 0.51314 -2.84233  0.116
H3 -1.23306 -0.39136 -2.81856  0.118
H4 -0.38775 -1.84351 -3.29587  0.141
H5 -1.90347 -2.18394 -1.27696  0.148
H6 -0.21438 -2.60000 -0.95294  0.133
H7 -1.54396 -0.84547 1.91170  0.126
H8 -1.41604 -2.42997 1.16737  0.146
H9 0.32464 -1.88591 2.99211  0.141
H10 1.04971 -2.39599 1.46378  0.124
H11 0.67525 0.41468 2.27243  0.079
H12 2.10367 -0.35751 2.16433  0.098
H13 -2.19004 0.35659 -1.22512  0.119
H14 -2.83295 -0.32102 0.25436  0.143
H15 -2.71145 2.04418 0.50449  0.134
H16 -1.52411 1.36069 1.58193  0.111
H17 -1.00674 2.76480 -0.92444  0.089
H18 -0.33807 3.01830 0.52393  0.059
Cl1 5.53019 3.11219 0.55397  0.222
Ge1 3.49595 2.75703 0.18825  0.029
Cl2 2.38266 2.75680 2.02546  0.148
Cl3 3.36916 0.56961 -0.48305  0.140

Relative energy (zero: lowest compared OMol25 entry of this formula, charge and spin) = 4.6 kJ/mol
Spin multiplicity = 2
E_LUMO (alpha / beta) = -0.2383 / -0.3416 hartree
Charge = +2
Maximum force = 0.325 eV/A
Kohn-Sham gap (alpha / beta) = 9.19 / 6.40 eV
Total energy = -4034.79202 a.u.
<S²> = 0.7540